This record from the OMol25 dataset describes an isolated molecule of C5H7NO. The level of theory is ωB97M-V/def2-TZVPD.

The total energy is -8835.158 eV. The calculation puts the energy relative to the best compared isomer or geometry (same formula, charge and spin) at 100.8 kJ/mol. Its SMILES is CC(=O)[C@@H](C)C#N. As for the frontier orbital gap: 0.39328 Ha. The HOMO energy is -10.146 eV.

Geometry as XYZ:
```
14
Properties=species:S:1:pos:R:3:forces:R:3:nbo_charge:R:1
O -0.807752 -0.038187 1.610323 -0.060 0.223 -0.704 -0.525
N 0.849432 -2.312948 -0.085780 0.792 1.162 -0.525 -0.297
C 1.530098 1.206113 0.496366 -0.057 -0.074 0.102 -0.608
C -0.726798 -0.102912 0.409935 -0.232 0.454 0.317 0.624
C 0.999846 -1.177193 -0.281285 0.031 -1.497 0.176 0.269
C -1.835763 -0.612548 -0.489536 -0.025 0.078 -0.055 -0.725
C 0.647830 0.248974 -0.312210 -0.231 -0.092 0.236 -0.404
H 2.604950 1.089610 0.319943 -0.295 -0.183 -0.109 0.226
H -1.493059 -0.735969 -1.519482 -0.091 0.095 0.119 0.221
H 0.523986 0.583240 -1.354727 -0.139 -0.235 0.398 0.251
H -2.626421 0.141476 -0.446573 -0.004 -0.061 -0.131 0.246
H -2.265975 -1.563755 -0.156205 0.270 0.286 0.184 0.256
H 1.274578 2.243889 0.255216 -0.075 -0.243 0.051 0.220
H 1.325047 1.030211 1.554013 0.115 0.087 -0.058 0.245
```
Forces are in eV/Å.